{
  "formula": "C20H32BF4MoN5O4Si",
  "method": "ωB97M-V with the def2-TZVPD basis set",
  "elements": ["C", "F", "H", "C", "C", "C", "H", "H", "O", "H", "H", "H", "C", "B", "N", "H", "C", "H", "H", "H", "H", "H", "N", "H", "H", "H", "C", "N", "C", "Mo", "H", "H", "H", "H", "F", "Si", "F", "H", "H", "H", "H", "F", "C", "C", "H", "N", "N", "C", "H", "C", "H", "C", "O", "C", "C", "O", "C", "C", "H", "C", "H", "C", "O", "H", "H", "H", "C", "H"],
  "positions_angstrom": [[-0.080, 2.931, -0.831], [3.134, 0.581, 4.461], [-1.096, -3.431, -1.681], [0.781, -1.548, -2.337], [-1.035, -1.034, 2.256], [2.580, 3.443, 0.650], [0.899, -2.299, 1.260], [1.365, -0.648, -2.152], [-1.397, 4.076, 0.861], [-2.598, -3.455, 0.330], [-4.902, -0.139, -1.119], [1.140, -2.350, -1.692], [3.739, 4.212, 0.658], [2.041, 1.118, 3.849], [2.645, 2.133, 0.452], [-4.385, 1.222, 0.750], [-0.721, -1.312, -2.159], [0.161, -3.321, 0.008], [5.035, -2.605, -0.315], [-2.974, 1.313, -2.463], [-1.885, -0.412, 2.511], [-0.686, 0.635, -3.168], [4.931, -0.572, -0.104], [-4.078, -1.565, -0.504], [-1.193, -3.019, -3.392], [-2.207, -0.239, -3.381], [-1.129, -0.354, -3.290], [2.694, -0.565, 0.163], [-3.939, -0.659, -1.093], [0.855, 0.769, 0.769], [5.973, 1.915, 0.176], [3.673, 5.280, 0.813], [-2.760, 1.432, 1.394], [-2.196, 2.303, -1.261], [1.899, 0.252, 2.536], [-1.174, -0.595, -0.420], [0.856, 0.933, 4.493], [-3.920, 2.074, -1.198], [-0.743, -1.622, 3.133], [-2.349, -3.393, 2.074], [1.613, 3.895, 0.821], [2.238, 2.390, 3.360], [3.854, 1.593, 0.287], [-2.975, 1.566, -1.406], [2.503, -2.695, -0.008], [4.426, -1.817, -0.169], [4.940, 3.683, 0.488], [3.860, 0.148, 0.103], [-2.510, -2.593, -2.307], [-0.003, -2.838, 0.972], [-0.180, -0.325, 2.180], [-1.218, -1.904, 1.004], [-0.073, 3.789, -1.670], [-1.426, -2.661, -2.383], [-3.418, 0.729, 0.882], [-0.432, 2.132, 1.411], [3.106, -1.808, -0.006], [-2.896, 0.317, -0.505], [-3.592, -0.123, 1.538], [5.000, 2.369, 0.306], [-3.714, -0.951, -2.117], [-2.463, -2.777, 1.175], [0.435, 1.726, -0.975], [-0.770, -0.769, -4.237], [-0.133, -3.629, 1.717], [0.974, -1.864, -3.367], [-0.719, 3.133, 0.578], [-3.378, -2.202, 1.295]],
  "lowdin_spin": [0.01, 0.00, 0.00, 0.00, -0.01, 0.00, 0.00, 0.00, 0.02, 0.00, 0.00, 0.00, 0.00, 0.00, 0.00, 0.00, -0.01, 0.00, 0.00, 0.00, 0.00, 0.00, 0.00, 0.00, 0.00, 0.00, 0.00, 0.02, 0.00, 1.90, 0.00, 0.00, 0.00, 0.00, 0.04, -0.09, 0.00, 0.00, 0.00, 0.00, 0.00, 0.00, 0.00, 0.00, 0.00, 0.00, 0.00, 0.00, 0.00, 0.00, 0.00, -0.02, 0.01, 0.00, 0.00, 0.08, 0.01, -0.01, 0.00, 0.00, 0.00, 0.00, 0.04, 0.00, 0.00, 0.00, 0.01, 0.00],
  "lumo_energy_ev": [-1.40, -1.26],
  "total_energy_ev": -58186.7214,
  "e_homo_ev": [-8.943, -8.480],
  "multiplicity": 3
}

***

{
  "formula": "C20H32Br3N2O4S4",
  "method": "ωB97M-V with the def2-TZVPD basis set",
  "elements": ["H", "H", "C", "H", "C", "H", "H", "C", "H", "H", "H", "C", "C", "C", "H", "N", "C", "O", "H", "H", "H", "H", "C", "H", "C", "S", "H", "H", "O", "H", "Br", "C", "H", "H", "S", "S", "H", "O", "H", "C", "H", "C", "C", "C", "H", "Br", "Br", "H", "S", "C", "C", "C", "H", "H", "H", "H", "H", "H", "H", "N", "C", "H", "C", "C", "O"],
  "positions_angstrom": [[-2.497, -3.776, -1.953], [0.386, 0.401, 1.335], [0.313, 1.491, 1.309], [-4.170, -1.387, 1.157], [1.593, 2.099, 1.886], [0.840, -1.098, -2.074], [-1.704, -4.612, 0.222], [2.825, 1.217, 1.650], [2.698, 0.286, 2.208], [0.271, 1.758, 0.259], [0.605, 2.970, -1.883], [1.958, -1.877, 0.353], [-0.825, 2.471, -3.457], [-0.011, -3.359, 0.231], [4.795, -3.541, 3.128], [4.214, -0.250, -0.339], [-2.622, 1.609, 0.234], [3.899, 2.202, -0.440], [-1.434, 0.973, 2.450], [-0.779, 2.514, 2.874], [-3.336, -1.254, -1.588], [-3.514, 0.812, 2.096], [-3.596, -0.721, 0.513], [0.509, 0.791, -3.463], [-1.593, -3.353, -1.529], [3.209, 0.986, -0.097], [2.218, -2.637, 1.093], [-3.198, 2.114, -0.532], [1.980, 0.828, -0.865], [-4.332, 0.167, -1.349], [2.642, -2.783, 4.101], [4.566, -2.872, 3.947], [-0.170, 3.082, -4.080], [-0.602, 0.771, -4.833], [3.440, -1.658, -0.666], [-1.445, 4.017, -1.202], [-1.869, 2.718, -3.652], [4.303, -2.748, -0.263], [-2.544, -1.024, 0.490], [-0.863, -2.370, -2.131], [3.687, 1.715, 2.095], [-4.114, -0.828, -0.953], [-1.165, -3.844, -0.321], [-3.642, 0.731, 1.016], [-1.208, -1.995, -3.090], [5.309, -1.172, 3.499], [5.360, -3.626, 5.537], [1.671, -0.990, 0.910], [-0.951, 4.949, 1.510], [-0.441, 2.695, -1.983], [0.280, -1.872, -1.569], [0.728, -2.370, -0.372], [-1.914, 0.907, -0.222], [1.465, 2.188, 2.973], [-0.656, 1.765, -1.465], [-4.653, 1.101, 0.806], [0.326, -3.748, 1.188], [-1.157, 0.352, -3.157], [-5.011, -1.446, -0.975], [-1.975, 2.558, 1.149], [-1.004, 1.877, 2.019], [1.783, 3.118, 1.543], [-1.479, 3.721, 0.558], [-0.521, 0.996, -3.769], [3.122, -1.743, -2.068]],
  "nbo_charge": [0.20, 0.20, -0.44, 0.20, -0.39, 0.25, 0.20, -0.67, 0.22, 0.25, 0.25, -0.70, -0.41, -0.21, 0.24, -1.17, -0.23, -0.99, 0.20, 0.22, 0.22, 0.21, -0.40, 0.23, -0.22, 2.28, 0.24, 0.22, -1.02, 0.20, 0.07, -0.50, 0.20, 0.21, 2.28, 0.23, 0.20, -1.00, 0.21, -0.25, 0.25, -0.62, -0.23, -0.40, 0.21, 0.13, 0.07, 0.24, -0.07, -0.52, -0.13, -0.03, 0.19, 0.20, 0.22, 0.19, 0.20, 0.20, 0.20, -0.47, -0.22, 0.23, -0.08, -0.61, -0.97],
  "lumo_energy_ev": 1.82,
  "total_energy_ev": -285898.0839,
  "e_homo_ev": -5.870,
  "multiplicity": 1,
  "charge": -1,
  "relative_energy_kcal_mol": 0.0
}

***

{
  "formula": "C20H32IrN3OPSSi",
  "method": "ωB97M-V with the def2-TZVPD basis set",
  "elements": ["C", "H", "C", "H", "H", "H", "H", "C", "S", "H", "C", "C", "H", "H", "C", "C", "H", "P", "H", "H", "H", "H", "H", "C", "H", "H", "C", "H", "H", "C", "H", "H", "C", "C", "Ir", "Si", "H", "C", "C", "H", "H", "N", "H", "C", "C", "H", "H", "H", "C", "C", "H", "C", "N", "N", "C", "H", "O", "H", "H", "H"],
  "positions_angstrom": [[-2.677, -3.460, 0.320], [1.091, 0.642, -3.853], [0.900, -0.663, 4.168], [-2.845, 1.072, -3.553], [-3.682, -0.121, 0.317], [-4.350, -1.548, -0.557], [-1.807, -1.911, -2.787], [3.744, -0.839, -1.955], [2.604, -0.702, 3.756], [2.578, 2.365, -1.519], [-1.850, -0.419, 4.447], [5.059, -0.549, -2.282], [-3.221, 0.412, -1.930], [2.902, 1.181, 0.779], [3.309, 1.564, -1.689], [4.640, 1.829, -1.968], [-2.919, 2.340, 0.188], [-0.859, 0.287, -2.449], [-0.368, 1.427, -4.529], [-1.514, -0.766, 6.566], [1.000, -0.926, 6.290], [-2.144, 1.941, 1.751], [-2.131, -1.772, 1.503], [0.114, -0.422, 3.009], [-1.522, -1.071, -4.343], [-3.733, -3.725, 0.440], [5.516, 0.778, -2.278], [-4.427, -1.464, 1.209], [4.087, 0.440, 1.800], [-1.112, -1.276, -3.345], [0.667, 2.725, 0.938], [-2.081, 3.605, 1.132], [0.340, -0.764, 5.438], [-3.807, -1.210, 0.337], [-0.004, 0.003, -0.356], [-0.397, 2.240, 0.012], [-0.156, -1.800, -3.456], [-2.521, 1.037, -2.503], [-2.474, -1.947, 0.470], [-2.932, -0.353, 4.558], [-0.357, 3.163, -1.166], [0.870, -0.213, 1.846], [-2.508, 2.055, -2.097], [2.157, -0.128, 2.150], [0.198, 1.233, -3.605], [4.999, 2.862, -1.968], [-2.320, -3.814, -0.649], [-2.136, -3.983, 1.114], [-1.272, -0.269, 3.181], [2.866, 0.204, -1.536], [3.335, -1.853, -1.937], [-1.057, -0.661, 5.571], [1.706, -0.095, -0.917], [3.133, 0.473, 1.456], [-2.065, 2.545, 0.842], [-1.893, -0.028, 2.326], [-1.468, -1.491, -0.414], [6.548, 0.996, -2.554], [0.510, 2.185, -3.160], [5.734, -1.361, -2.557]],
  "nbo_charge": [-0.63, 0.25, -0.15, 0.23, 0.20, 0.20, 0.28, -0.22, 0.32, 0.22, -0.32, -0.20, 0.27, 0.44, -0.28, -0.16, 0.23, 1.27, 0.23, 0.21, 0.22, 0.24, 0.15, 0.28, 0.23, 0.20, -0.25, 0.21, 0.42, -0.97, -0.20, 0.23, -0.49, -0.63, 0.72, 0.61, 0.25, -0.98, 0.10, 0.21, -0.21, -0.55, 0.25, 0.37, -0.97, 0.21, 0.21, 0.21, -0.37, 0.08, 0.22, 0.01, -0.56, -0.72, -1.10, 0.23, -0.91, 0.21, 0.26, 0.22],
  "lumo_energy_ev": [0.23, -2.88],
  "total_energy_ev": -58611.1599,
  "e_homo_ev": [-4.010, -7.918],
  "multiplicity": 6
}

***

> Which formula does entry 2 have?

C20H32Br3N2O4S4